{"formula": "C4H12ClN2O3", "method": "ωB97M-V with the def2-TZVPD basis set", "elements": ["C", "O", "H", "H", "H", "H", "O", "Cl", "H", "O", "H", "C", "H", "H", "H", "C", "H", "N", "C", "N", "H", "H"], "positions_angstrom": [[-0.11340, 1.18352, -1.20461], [2.43360, -1.69395, 0.67736], [-1.96168, 0.11338, 0.37521], [-1.70734, -2.02375, -0.06730], [-0.61683, 0.33879, -1.66900], [-0.39318, -2.94461, 0.21117], [1.46972, -1.21313, -1.34274], [2.99950, 0.67832, -0.34996], [0.41768, 1.80984, 0.66556], [0.72870, -0.31433, 2.00401], [-1.38546, 0.80050, 1.90691], [1.81714, -0.78042, -0.12988], [0.57312, -1.68844, -1.25526], [-0.66363, 2.09848, -1.41469], [0.88826, 1.26722, -1.61878], [-1.42544, 0.94286, 0.82765], [-1.94606, 1.86836, 0.60704], [-0.74189, -2.17037, -0.34785], [0.71370, -0.17242, 0.69128], [-0.05607, 0.98626, 0.25853], [1.35740, -1.01644, 2.26468], [3.04943, -2.23970, 0.16637]], "mulliken_charge": [-0.75, -0.53, 0.33, 0.23, 0.36, 0.22, -0.49, -0.19, 0.37, -0.46, 0.33, 0.68, 0.53, 0.36, 0.33, -0.85, 0.40, -0.58, -0.20, 0.11, 0.42, 0.38], "charge": 1, "spin_multiplicity": 1, "homo_lumo_gap_ha": [0.266, 0.376], "fmax_ev_per_a": 2.2, "total_energy_ha": -954.674192, "homo_energy_ev": [-12.50, -14.74], "e_above_lowest_ev": 4.369}